The following is a quantum chemistry calculation of a 15-piece molecular cluster, C78H201N15O24 overall in a non-equilibrium geometry, from the OMol25 dataset.

Atoms and positions in Å:
C  5.71302  1.25523  -3.58306
H  1.84166  -2.11646  2.75980
H  -8.37911  6.58302  0.62032
H  -2.06747  1.42797  2.63924
H  2.47509  -0.20347  -3.32073
O  3.84995  -7.34634  -8.61990
C  4.84796  0.40451  2.27606
N  -6.74048  7.00807  1.71899
O  -2.67158  4.89566  -4.08037
H  -1.15554  5.79011  6.27215
H  1.37991  -9.31051  -2.97730
C  7.69977  0.64986  -7.64321
H  -6.26548  -0.50607  3.47390
H  7.36410  -2.12876  -3.92193
H  -0.01082  -5.37635  2.93827
H  -7.93973  -0.62357  -2.11594
H  -4.15683  0.04350  -2.12356
H  6.55186  -4.28371  2.25130
C  9.34697  -5.60897  -1.95789
H  -2.92090  7.93572  8.23686
H  1.75782  -3.44208  -0.33098
C  -5.03760  -3.86103  -0.05426
H  2.44795  3.14124  -2.67936
H  -8.83281  0.86677  -1.80525
O  -2.05260  -3.97650  -3.72492
H  -6.39560  6.36987  -0.24742
O  3.56833  -0.10017  2.58475
H  5.18966  -2.77431  -3.81499
H  -4.01789  6.57268  -0.15940
C  -4.42577  -1.66665  -0.88806
C  2.60147  -4.09152  -2.75934
C  -2.97084  6.00847  -4.91004
H  -1.99511  7.10357  1.25014
H  -2.51618  6.14608  -2.36198
C  -1.02252  0.10534  0.65354
C  5.42199  0.25891  -2.49558
H  3.25226  -9.42848  -7.24863
N  -5.06397  2.81043  7.29391
O  0.20392  4.13418  6.18466
H  6.99158  -1.24834  -0.19358
C  1.90269  -0.89552  5.88052
H  -5.40650  5.46069  8.11782
H  -0.08893  -8.94909  -3.95550
H  1.58880  -10.23148  -5.34943
H  3.10176  3.35836  6.46108
H  3.79778  1.37916  -4.26531
C  1.59006  -0.19810  -3.96086
H  1.12602  -8.68951  -5.97322
H  -6.67113  4.28530  4.68340
H  4.90671  0.35349  1.17186
H  1.40919  -0.18529  3.87112
H  4.89953  0.58250  -7.18585
C  -2.22829  -1.58501  -3.17820
H  2.54780  -5.84462  -9.55721
H  -1.36383  3.00045  2.10725
O  -0.64106  1.38794  1.09236
H  -1.98445  3.63589  0.11383
O  -4.93300  1.08758  3.16941
N  3.06276  -8.75483  -5.30420
C  6.52413  -3.18639  2.28643
C  -4.42683  -0.99369  -2.19819
H  -1.03417  4.09585  -2.06278
C  -0.96505  4.79447  6.74436
H  -5.83381  -4.59081  -0.28310
H  4.07905  -6.26499  -10.29957
H  -1.02751  0.08285  6.88169
H  2.40125  -0.55538  -1.01571
H  5.26525  -0.74655  -2.96660
H  -1.20752  0.74661  5.34278
C  -2.66209  2.78123  -2.16908
H  0.68429  2.00524  3.79551
H  -4.20618  4.90358  3.81381
C  -9.15408  7.48231  4.84106
H  5.70781  2.24134  -3.10122
H  2.99220  1.69426  0.57466
H  -4.60483  -0.94307  3.08249
H  -8.49377  2.85710  -1.04841
C  5.59049  1.39384  -6.97957
H  7.05964  -6.59804  -4.09570
H  1.58476  -2.61139  -6.85085
H  2.26075  -7.22108  -7.25753
H  -3.43849  -0.01686  6.51705
H  4.15200  2.74340  -5.92284
H  4.09432  -3.58437  -6.00006
C  5.00017  2.09482  -5.75721
H  -6.04509  2.86881  7.49501
H  3.64731  0.74471  4.50483
O  2.09242  1.77548  -1.20823
H  -9.55924  8.31348  5.42839
H  -3.74316  2.80047  -2.21704
O  6.85212  0.89489  -6.61106
H  2.38850  -5.00498  -2.18561
H  -4.25693  7.53812  7.06054
C  -1.22287  1.02231  6.39299
C  1.68171  -9.17329  -5.16618
C  0.09408  -0.50590  -0.11939
H  0.74266  -5.50061  -4.11747
C  2.86178  4.42245  4.51307
H  3.21085  -7.90780  -4.76457
H  -2.52083  5.76625  -5.91055
H  3.25097  -1.46517  0.16067
H  0.50776  -1.70392  -7.88427
H  -4.02838  -3.07603  2.93224
H  -5.17327  -3.43852  0.92446
H  4.53471  0.51751  -1.90172
H  1.85263  3.08277  0.37419
C  2.13564  -0.80867  4.33846
N  4.71902  1.14988  -4.64972
H  -5.81204  7.97681  0.06957
H  2.68156  -2.81898  3.94638
H  -5.74532  3.98307  -0.66079
H  6.73399  -2.87494  3.32599
H  -8.54323  3.63073  1.37275
H  -4.59281  5.18475  6.64514
H  4.04551  -5.26235  -8.78838
H  7.28379  -0.11199  -8.33270
H  -5.65836  0.84744  7.05734
H  6.15618  4.44535  6.06686
H  8.66846  0.29423  -7.31012
H  0.96668  -6.69856  -5.37535
H  -2.50532  6.94350  -4.53658
H  7.89269  1.51220  -8.29319
H  -9.01904  6.04623  2.91625
O  5.19322  -2.75538  1.91219
N  1.25789  1.17718  -4.21743
H  -0.86563  4.81057  7.82193
H  4.02275  4.91741  6.18011
O  7.98075  -5.96727  -1.85528
H  -0.29917  -6.18319  1.35198
N  -6.72044  4.27138  3.68038
H  -5.47409  -1.04355  -2.49888
C  -3.36976  -3.66770  3.53225
C  6.15070  -1.11220  -0.87132
H  -8.28773  8.32856  0.96694
H  -2.18082  1.94169  -1.66008
H  5.74675  4.62990  4.35791
H  3.40847  -5.29744  0.78145
H  4.23758  -4.29584  2.96296
C  1.02346  -8.78315  -3.86909
H  -4.01626  6.14175  -5.20149
H  9.66069  -4.76328  -1.40568
H  -2.10597  -2.72691  1.40366
H  7.12338  -4.36717  -3.82940
H  4.31755  -0.91448  4.33840
H  -0.90724  -1.59114  4.11701
C  4.99269  -2.96803  -6.06005
H  -2.63805  2.12719  1.14074
H  -4.58276  5.29985  1.03334
C  1.89977  -2.64174  -1.02520
H  -10.00645  6.77520  4.71765
H  -1.84747  -1.66599  -2.17986
N  -3.66926  -1.68829  -3.25456
H  4.65216  -2.01912  -6.46271
H  7.29355  -2.74837  1.66890
O  5.52909  -5.34797  -4.76280
O  6.48077  0.05553  -1.55557
C  4.40544  -4.87303  0.77448
H  -6.37800  7.72429  2.36106
C  -9.05603  7.04117  2.51772
N  -2.22496  4.47935  -0.38834
H  -2.28828  7.52493  2.92312
H  -2.71860  -4.06998  -1.84233
C  2.29212  -1.39668  -0.36457
H  2.33859  -1.89326  -5.05747
O  4.72604  3.14006  5.39339
O  -3.47035  5.97133  8.18715
O  -2.36654  1.72385  6.84313
H  -3.43716  -4.66838  3.14056
H  1.03540  3.47444  -1.68492
H  2.80970  -1.32057  6.25940
H  2.11853  5.13589  4.88474
C  -1.73301  2.00070  1.77588
H  -0.43772  -2.73695  2.03897
C  -3.84126  7.32583  8.06838
H  4.50595  -4.31868  -0.15789
H  5.68708  -0.17724  2.69959
N  -8.08266  3.99657  0.56465
C  2.65239  2.46937  -0.09377
H  5.21736  -6.71032  1.33887
H  3.54157  4.89689  3.76418
H  0.71704  1.21923  -5.06317
C  7.46152  -5.69652  -0.59280
H  5.56119  -3.38516  -6.91340
H  2.97763  2.60932  3.56113
C  -1.58669  -2.66797  -4.04038
H  -8.34378  6.94257  5.41497
H  -8.73943  -0.52771  -0.59014
C  0.68026  1.92038  -3.13539
H  0.41954  0.18741  -0.91969
N  2.24887  3.28004  3.78724
C  3.37576  -7.34728  -7.26750
N  6.84756  -2.01499  -4.80395
C  -1.42019  -3.22466  2.03881
H  -3.43009  3.30690  3.31388
O  -8.66714  7.94725  3.59506
H  -0.38981  1.67306  6.63918
H  0.08060  2.69613  -3.65473
C  -4.49630  5.13215  7.75409
H  -1.72583  -2.48800  -5.15188
H  -0.38760  -1.35870  -0.61923
H  5.73221  2.07359  -7.84564
H  -1.95075  -0.58182  -3.56037
H  -3.75589  -3.62290  4.58004
H  -7.06689  4.47443  -1.83275
H  7.25700  -4.57679  -0.50598
H  -4.91515  -0.91919  -0.19926
C  5.88588  3.87658  5.15519
H  -4.54202  1.04907  8.43700
H  6.71880  -6.54986  -5.82469
H  -0.05455  1.39283  -2.42388
H  3.30768  -3.40646  1.79401
C  -4.27606  3.80097  3.84932
H  5.00815  1.42959  2.62851
C  -8.13514  7.28458  1.37970
H  4.72836  -8.87836  -6.53650
C  6.12446  -6.36477  -0.37176
H  -6.21475  1.66887  0.69531
H  -6.97418  1.63253  3.24159
H  5.70499  2.88289  -5.42504
H  -4.99624  -0.35742  4.64447
C  -2.10593  4.13794  -1.83881
H  6.72993  3.28318  4.83206
H  10.00119  -6.40212  -1.60423
C  1.37585  -1.61707  -7.24480
H  8.20946  -5.96192  0.15947
H  6.51491  -1.09514  -4.69654
H  1.10104  -1.57783  6.19050
C  1.13063  2.68595  4.47011
C  -2.61248  6.86861  2.13219
H  1.77513  0.03850  6.37806
N  1.91014  -2.15295  3.76940
H  -0.48685  -2.72885  -3.83910
C  -1.92612  -3.21199  3.49242
H  5.53703  -6.20781  -1.24963
H  0.20630  4.57926  4.09132
H  -4.24570  3.42981  4.87789
H  2.99540  -0.30247  -5.61420
C  -4.22713  3.67362  8.10675
C  -5.90222  6.98220  0.52246
H  -0.52963  -6.82855  -4.38756
H  6.24990  -7.42678  -0.25489
C  2.08839  -0.83189  -5.24455
H  -1.89978  0.20865  -0.00419
O  1.26476  -7.39571  -3.48381
H  3.49730  3.07251  -0.45495
C  -5.99629  1.95066  3.62281
C  -1.85917  -4.44982  -2.36959
O  0.98827  -0.77098  -6.16510
C  -0.13941  -5.25010  1.87533
C  5.77207  -2.97347  -4.77240
H  -1.45816  5.15861  -0.22955
H  -2.17171  -1.97292  5.10468
H  -1.92384  -5.52685  -2.50620
H  6.28253  -1.93279  -1.58706
H  -3.92069  5.15466  -2.35629
H  -0.97804  3.27875  4.62124
C  3.65287  -8.67817  -6.65933
O  -5.23064  -2.84513  -1.04538
H  -4.05883  -4.31795  -0.10085
H  3.85873  -6.62348  -6.65190
H  -1.41059  -0.46883  1.52847
H  -6.54373  5.23616  3.32425
N  1.26221  -0.98232  0.63571
C  3.66092  4.00066  5.74874
C  -6.56934  3.62948  -1.29884
H  -3.95992  -2.62548  -3.10428
C  -4.75081  1.39377  7.35627
O  2.86435  -2.95943  -1.96111
H  5.63123  -7.47490  -4.81807
H  -5.50255  3.47583  2.19584
N  -1.88057  -1.91697  4.10509
H  1.52487  -0.15873  1.19265
H  -4.61588  7.59865  8.79980
H  -7.92196  1.28422  0.94863
C  3.48560  -0.21497  4.01460
H  -5.98921  1.90677  4.68532
H  3.37179  -4.26083  -3.48570
C  -4.55551  6.41766  0.82917
N  5.49674  -5.85536  0.86657
C  0.53567  -6.55758  -4.37794
H  -2.57274  5.81680  2.29796
O  -7.05189  0.57811  -0.80751
H  9.52500  -5.49765  -3.00461
C  -3.54800  1.02429  6.43609
H  -7.23785  4.40604  0.96706
H  -6.10724  2.94021  -2.03802
C  1.59343  2.68298  -2.18296
H  -3.20032  3.54107  7.81721
C  0.05160  3.73575  4.82064
C  -5.60233  3.33925  3.25396
H  -0.88900  -4.26495  -1.92111
C  6.46760  -4.30023  -4.72414
H  7.02072  -4.37449  -5.65898
C  -2.85831  5.15888  -2.70766
H  -1.83591  4.15470  6.51767
C  -7.62288  2.95725  -0.40565
C  6.27055  -6.56516  -4.81892
C  -7.19966  1.58851  0.20504
H  6.73764  1.11604  -4.00467
C  -8.23028  0.08676  -1.35919
H  0.82452  -4.88082  1.59139
O  -3.99305  7.16122  1.89399
C  4.29465  -3.84952  1.97934
H  -2.39865  2.58990  -3.19395
C  3.63621  -6.11670  -9.34229
H  0.78727  -0.75900  -3.51379
C  -5.21281  -0.20912  3.61007
H  0.95011  -2.53674  -1.53330
H  -10.07459  7.31626  2.20641
H  -4.27292  3.48365  9.22465
H  -1.28030  -3.92469  4.03453
H  1.38903  2.19631  5.44501
H  2.25863  -1.21906  -7.79543
H  1.64612  -3.83668  -3.29269
H  -3.40254  -1.84498  -0.52247
H  -3.84998  1.29290  5.42375
O  -1.28188  -4.52209  1.52460
H  5.20361  -1.16216  -0.36737

Summary:
Gap between HOMO and LUMO = 9.04 eV
Energy = -155619.9944 eV
HOMO = -8.457 eV
LUMO energy = 0.021 Eh

Mulliken population analysis, charges in e, atoms 1 to 8: C -1.68; H -0.56; H 0.50; H 0.31; H -0.74; O -0.45; C -0.66; N 0.15

The following is a quantum chemistry calculation of C78H59BrNbO12 as an isolated structure in a non-equilibrium geometry, from the OMol25 dataset.

Atoms and positions in Å:
C  2.07055  9.06775  2.78512
H  -3.99082  -7.89921  4.70355
C  7.00194  8.17620  -1.27211
Nb  -2.56184  -6.10653  -3.03180
C  7.33168  9.35093  -1.95197
C  11.04587  9.62683  -1.10066
C  0.98726  7.96963  6.28059
C  1.95913  -4.41144  -4.17923
H  13.01296  9.35310  -0.30518
H  2.41952  9.22119  0.67971
H  2.54605  10.00821  3.02643
H  -4.33726  -6.38259  -3.51963
O  -9.80313  -8.36509  -3.99988
H  3.71132  8.02136  -2.03005
H  -0.78616  5.12190  6.73726
H  -0.71326  5.92950  9.07967
C  -10.18823  -8.77032  -1.71287
C  -11.59432  -10.55616  -0.93613
C  0.05001  -3.02956  1.52378
O  -8.80158  -6.95012  1.07742
O  2.71076  4.40912  0.29675
H  -4.35292  -3.14444  -4.79078
H  2.30073  -3.61954  -2.19471
C  3.92884  1.18533  -0.78391
C  1.52658  8.30204  3.80826
H  -7.51612  -5.06541  0.07394
H  -0.98940  -5.78146  -2.16643
H  -11.23564  -10.10493  -3.00828
H  -2.21953  -4.81083  7.09315
C  0.43137  7.68171  8.59894
C  -10.47747  -9.13631  0.65094
H  1.21580  -1.44316  0.70787
O  7.74562  6.40084  0.09125
C  -7.38585  -5.01214  -3.30959
C  1.39098  7.40631  1.18075
C  -7.69781  -5.35221  -0.95220
H  6.61967  10.95806  -3.16486
C  0.96119  -5.21947  -4.96798
C  1.45469  -3.93805  -2.81240
H  -1.92465  3.01767  0.11351
H  4.28746  10.11842  -3.20707
H  1.43667  -0.25268  2.87504
H  0.92670  -4.72793  -2.27442
H  0.23794  4.19489  0.37572
C  -1.01801  1.17803  -0.51801
C  -11.31354  -10.20561  0.38049
H  5.08674  -0.51575  -1.35271
C  6.33968  2.55126  -0.62581
H  0.44236  -1.23295  4.92432
C  6.35168  10.04682  -2.64866
H  2.20013  -3.54563  -4.80503
C  0.28336  6.25541  4.57965
C  0.33315  6.77430  5.97776
O  -0.24633  5.19574  4.32511
C  -3.16568  -6.42175  6.02724
C  1.40336  2.50702  -0.21312
C  -8.72444  -6.85148  -2.53883
C  -2.76887  -6.49165  3.65500
H  -0.13799  -8.23149  -4.67557
C  -2.59977  -2.75426  -5.96460
O  2.19935  9.82734  5.47860
H  -3.63131  -6.84003  6.91027
C  -7.15741  -4.62160  -1.99704
H  -2.91200  -6.94287  2.68200
C  -0.52889  -3.56116  2.66851
H  -0.07467  -3.54846  0.58193
C  -1.68303  -6.77082  -5.02839
C  5.15780  3.20806  -0.33019
H  -6.54417  -3.75427  -1.79294
H  -3.25407  -2.20573  -6.65065
O  0.72437  -6.41501  -4.42709
C  -2.37766  -5.28878  6.13627
C  -1.33106  -4.81065  2.53356
O  -0.79283  -2.98218  6.22105
H  2.88253  -4.98704  -4.05636
H  7.27800  3.08762  -0.57015
C  9.74526  9.14049  -1.14760
C  12.00100  8.97202  -0.34231
H  0.14742  -0.51746  -1.10658
C  -11.03126  -9.84233  -1.97960
O  -1.46376  -5.32698  1.45155
H  -1.95990  0.66160  -0.64708
C  10.36987  7.33451  0.32266
H  -1.64613  -3.53175  -3.76177
C  -0.27903  6.04317  6.98813
C  -8.47967  -6.46961  -1.21507
C  1.99771  8.62134  1.47609
H  5.16757  4.24976  -0.04048
C  -9.58292  -8.02144  -2.85666
O  2.63510  -0.73894  -1.20526
C  2.68671  3.25171  -0.07309
H  -2.29801  -7.64130  -5.30802
C  9.40804  7.98594  -0.43946
C  -3.40483  -3.64693  -4.99765
C  8.72703  9.87623  -1.95187
C  -0.96412  -3.50336  5.13736
C  8.02609  7.42757  -0.48895
C  -3.36606  -7.01966  4.78674
H  0.78780  -3.07566  -2.91121
H  7.24599  0.69596  -1.21486
H  0.09382  -7.31373  -6.16565
C  0.16820  0.51074  -0.77353
H  1.55643  9.33938  7.81679
C  1.03935  8.41614  7.59543
Br  -3.48084  -2.79426  -2.23793
H  -12.25242  -11.38940  -1.14622
H  0.36961  5.69630  1.98311
H  -6.94639  -4.44956  -4.12213
H  -11.74984  -10.76832  1.19565
C  1.62513  8.79266  5.21166
H  -1.84099  -6.00242  -5.79572
C  0.89386  -1.18855  2.82109
C  -1.78241  -4.74677  5.00301
C  0.76004  -1.84556  1.60021
C  0.90319  7.08783  3.50991
H  5.45353  6.78407  -0.78234
C  -0.37431  -2.92218  3.89797
C  0.84429  6.64229  2.19687
C  -0.99693  2.50156  -0.09506
C  -1.97307  -5.35850  3.76235
H  -2.46069  -7.83706  -2.42825
H  -3.28851  -5.72992  -1.38979
O  9.02438  10.86945  -2.58040
H  -1.87254  -3.34047  -6.53127
C  -9.03619  -7.24498  -0.07603
C  5.11832  0.52693  -1.06854
H  -10.25057  -8.84963  1.66840
C  0.33796  -1.72865  3.96901
C  5.69812  7.69672  -1.30820
C  -2.67559  -3.90167  -3.66424
H  12.40876  7.32228  0.97014
C  -9.91637  -8.41167  -0.39352
H  -3.60330  -4.59793  -5.50276
C  -0.24083  -7.23862  -5.12176
H  -8.35137  -6.43466  -4.59919
C  4.72730  8.39357  -2.00673
C  2.64590  0.43440  -0.89894
C  11.66188  7.82853  0.37311
C  -0.23270  6.49813  8.29459
H  11.29433  10.51825  -1.65952
O  0.45503  -4.83115  -6.00935
C  1.38205  1.17021  -0.62275
C  5.05177  9.57138  -2.67107
H  0.47176  8.03152  9.62210
C  6.32042  1.20927  -0.98978
H  1.34579  7.05287  0.15943
H  -2.03380  -2.00369  -5.39846
C  0.20967  3.16384  0.05531
H  10.09304  6.44482  0.87092
C  3.94781  2.52926  -0.40616
C  -8.16803  -6.12170  -3.58094

Summary:
Gap between HOMO and LUMO = 4.56 eV
Energy = -178004.4508 eV
Net charge = -1
HOMO = -4.807 eV
LUMO energy = -0.009 Eh

Mulliken population analysis, charges in e, atoms 1 to 8: C -0.76; H 0.41; C 0.16; Nb -1.02; C 0.44; C -0.58; C 0.12; C -0.63